{"formula": "C26H46Cl6O10S2", "method": "the ωB97M-V functional and the def2-TZVPD basis", "fmax_ha_per_bohr": 0.092, "spin_multiplicity": 2, "charge": 1, "homo_ev": [-11.37, -11.37], "s2": 0.76, "elements": ["C", "C", "C", "S", "O", "O", "C", "H", "H", "H", "H", "H", "H", "H", "H", "C", "C", "C", "S", "O", "O", "C", "H", "H", "H", "H", "H", "H", "H", "H", "O", "C", "O", "C", "C", "C", "H", "H", "H", "H", "H", "H", "O", "C", "O", "C", "C", "C", "H", "H", "H", "H", "H", "H", "O", "C", "O", "C", "C", "C", "H", "H", "H", "H", "H", "H", "Cl", "C", "C", "Cl", "H", "H", "H", "H", "Cl", "C", "C", "Cl", "H", "H", "H", "H", "Cl", "C", "C", "Cl", "H", "H", "H", "H"], "coordinates": [[-0.009699, 3.643608, -0.812853], [-1.010469, 3.282788, 0.189667], [-0.474569, 3.984728, 1.497647], [0.025581, 5.662718, 0.925357], [1.289831, 6.060428, 1.604467], [-1.176649, 6.534408, 1.017017], [0.231721, 5.217148, -0.862013], [-0.313339, 3.283298, -1.795743], [0.945161, 3.144788, -0.646983], [-1.089239, 2.200798, 0.295497], [-1.985009, 3.650348, -0.131683], [0.472571, 3.558888, 1.828847], [-1.196559, 3.969948, 2.314107], [1.275401, 5.447878, -1.075543], [-0.431519, 5.889478, -1.406233], [4.552901, 2.804708, -1.173963], [4.987671, 1.789088, -2.257783], [5.867961, 0.803588, -1.518293], [5.223551, 0.574038, 0.219967], [6.239661, 0.906528, 1.201297], [4.482951, -0.666922, 0.262947], [4.128291, 2.041488, 0.094857], [3.761721, 3.472308, -1.515203], [5.368801, 3.475618, -0.905083], [5.626431, 2.288868, -2.986003], [4.150611, 1.282838, -2.738563], [6.891261, 1.162548, -1.408293], [5.736901, -0.201592, -1.918953], [4.223231, 2.573698, 1.041347], [3.175041, 1.528118, -0.031103], [-3.731779, -6.710492, -1.685443], [-3.739889, -5.888712, -0.801593], [-4.389809, -4.697392, -0.821773], [-4.184669, -3.987072, 0.369977], [-2.977199, -4.652352, 1.024217], [-2.830539, -6.003432, 0.478077], [-5.144759, -4.138312, 0.863387], [-3.998539, -2.920222, 0.246287], [-3.062389, -4.604552, 2.109827], [-2.134879, -3.986172, 0.837607], [-3.175289, -6.744082, 1.199657], [-1.770619, -6.158442, 0.276487], [-2.973849, 0.627558, 0.727477], [-4.064029, 0.569208, 1.314407], [-4.856349, -0.473532, 1.126027], [-6.093309, -0.259002, 1.783007], [-5.745439, 0.808188, 2.872197], [-4.656769, 1.572228, 2.303387], [-6.382659, -1.224682, 2.197527], [-6.996679, 0.010508, 1.235847], [-5.581199, 0.232698, 3.783207], [-6.646059, 1.373328, 3.112167], [-3.803039, 1.937718, 2.874047], [-5.066829, 2.438508, 1.784237], [2.328231, 1.884798, 2.715187], [3.177441, 1.287028, 3.410967], [4.408721, 1.701298, 3.562087], [5.191731, 0.939038, 4.349797], [4.389661, -0.322122, 4.624277], [2.997511, 0.095398, 4.327067], [5.355941, 1.560848, 5.229857], [6.232941, 0.877718, 4.033207], [4.521501, -0.624402, 5.663197], [4.524731, -1.054942, 3.828777], [2.456871, 0.461378, 5.199917], [2.466491, -0.780382, 3.954087], [-2.829359, -2.836202, -3.761083], [-1.417159, -3.774232, -4.211163], [-1.803129, -5.287822, -4.506233], [-3.009079, -5.359022, -5.802513], [-0.695419, -3.800462, -3.394773], [-1.021579, -3.396062, -5.153823], [-2.256199, -5.834812, -3.679413], [-0.942339, -5.889482, -4.798013], [0.246381, -0.662032, -6.331623], [-0.410499, 0.599338, -5.230453], [-0.343559, 0.237878, -3.713423], [1.321081, 0.272698, -3.008003], [-1.405509, 0.801388, -5.626993], [0.198921, 1.487258, -5.398653], [-0.836519, -0.731312, -3.637483], [-0.987489, 1.005528, -3.284263], [0.864221, -1.658712, 2.132307], [0.749221, -0.747802, 0.543867], [-0.497219, -1.326982, -0.139463], [-0.194939, -2.905722, -0.971553], [1.731481, -0.906552, 0.098817], [0.573541, 0.275688, 0.875067], [-0.703529, -0.629902, -0.951623], [-1.346689, -1.446002, 0.533097]], "forces_ev_per_a": [[1.10, 1.30, -2.62], [-0.02, 0.39, 1.99], [-0.24, -0.29, -1.07], [-0.85, 1.27, 1.54], [-2.29, -0.80, -1.63], [2.01, -1.20, -0.22], [0.69, -1.01, 1.65], [-0.04, 0.16, -0.27], [0.15, 0.16, 0.32], [-0.03, 0.07, 0.23], [-0.15, 0.14, 0.39], [-0.06, -0.35, 0.00], [0.16, 0.60, -0.05], [-0.11, 0.01, -0.20], [-0.19, -0.50, -0.04], [-0.28, 0.00, 0.40], [0.41, 0.56, 1.06], [-0.30, -1.18, 0.86], [0.53, 2.32, -1.29], [-0.20, -0.80, -0.31], [-0.09, 0.06, 0.35], [0.10, -1.04, -0.35], [-0.18, -0.15, -0.01], [0.26, -0.14, -0.12], [-0.37, -0.02, -0.28], [-0.02, 0.19, 0.00], [0.00, -0.34, -0.13], [0.75, 0.02, -0.15], [-0.29, 0.00, -0.20], [-0.41, 0.54, 0.16], [-0.19, -0.50, -0.32], [-0.43, 3.66, 0.98], [1.35, -3.69, -2.62], [-0.22, 0.25, 2.35], [-0.39, 3.28, 1.14], [0.45, -0.98, 0.11], [0.20, 0.30, 0.60], [-0.24, -0.14, -0.73], [-0.19, -0.49, 0.09], [0.31, -0.43, -0.41], [-0.31, -0.46, -0.62], [-0.23, -0.60, -0.62], [-2.36, -0.12, 1.49], [3.43, 1.22, -1.83], [-0.79, -0.33, -0.87], [-0.73, -0.21, 1.92], [-2.94, -2.00, 1.48], [1.80, 0.45, -1.49], [0.19, 0.03, 0.38], [0.70, 0.43, -1.14], [0.73, 0.25, 0.11], [0.11, 0.24, -0.16], [-0.37, -0.12, 0.49], [0.26, 0.02, -0.38], [2.24, -1.59, 1.60], [-3.16, 0.67, -1.27], [-0.69, 2.68, -3.25], [1.90, -0.60, 2.80], [0.81, 0.00, 0.04], [-1.27, 0.02, 0.34], [-0.34, -0.28, 0.80], [-0.34, -0.58, -1.04], [0.20, -0.64, -0.40], [1.10, -0.48, 0.59], [-0.12, 0.14, 0.09], [-0.36, 0.71, -0.31], [-0.22, 0.26, 0.33], [-0.02, -2.66, -0.57], [-0.04, 0.92, 0.19], [-0.02, -0.13, -0.26], [0.00, 0.45, -0.21], [0.15, 0.29, 0.33], [0.03, 0.46, 0.31], [0.15, 0.40, -0.19], [0.01, -0.01, 0.38], [1.14, 0.11, 0.26], [-0.80, 0.29, -1.98], [-1.02, -0.09, -0.38], [-0.13, -0.12, 0.63], [-0.04, -0.03, -0.07], [0.45, -0.10, 0.63], [0.34, -0.07, 0.65], [0.11, 0.00, -0.17], [-0.74, -1.32, 1.56], [1.08, 0.92, -0.88], [0.00, 0.10, 0.44], [-0.38, 0.16, -0.44], [0.08, 0.05, -0.38], [-0.52, -0.15, 0.02], [0.26, 0.19, -0.14]], "lowdin_charge": [-0.25, -0.23, -0.18, 0.74, -0.35, -0.37, -0.16, 0.10, 0.10, 0.08, 0.12, 0.08, 0.10, 0.09, 0.10, -0.20, -0.21, -0.21, 0.70, -0.33, -0.34, -0.21, 0.10, 0.12, 0.12, 0.08, 0.11, 0.10, 0.09, 0.08, 0.42, -0.25, 0.11, -0.11, -0.14, 0.01, 0.15, 0.14, 0.15, 0.09, 0.16, 0.15, 0.07, -0.44, 0.03, -0.14, -0.16, -0.08, 0.12, 0.13, 0.12, 0.12, 0.14, 0.14, 0.05, -0.44, 0.05, -0.20, -0.13, -0.11, 0.13, 0.13, 0.13, 0.13, 0.14, 0.05, 0.56, -0.66, -0.64, 0.56, 0.01, 0.05, 0.03, 0.07, 0.53, -0.62, -0.62, 0.57, 0.07, 0.06, 0.02, 0.07, 0.56, -0.55, -0.63, 0.56, 0.05, 0.06, 0.04, 0.04]}

{"formula": "C26H46CrN6O5S2", "method": "the ωB97M-V functional and the def2-TZVPD basis", "fmax_ha_per_bohr": 0.010, "spin_multiplicity": 5, "charge": 2, "relative_energy_kj_mol": 34.1, "homo_ev": [-13.70, -14.51], "s2": 6.02, "elements": ["Cr", "C", "C", "C", "C", "C", "C", "C", "C", "C", "H", "H", "H", "H", "H", "H", "H", "H", "H", "H", "H", "H", "C", "N", "C", "C", "N", "N", "C", "C", "H", "H", "H", "H", "H", "H", "H", "H", "H", "H", "H", "H", "H", "O", "S", "C", "C", "C", "C", "H", "H", "H", "H", "H", "H", "H", "H", "C", "C", "S", "O", "O", "C", "C", "N", "C", "N", "C", "C", "N", "O", "O", "C", "H", "H", "H", "H", "H", "H", "H", "H", "H", "H", "H", "H", "H"], "coordinates": [[-0.513352, -0.305812, 1.658878], [-1.901368, -3.679191, 3.382845], [-1.411092, -2.268518, 3.486121], [-0.031852, -1.999330, 3.559703], [0.454159, -0.720601, 3.848534], [1.903351, -0.480631, 4.170370], [-0.469232, 0.339117, 3.885468], [-1.844612, 0.109930, 3.732897], [-2.820862, 1.243285, 3.856036], [-2.297383, -1.205908, 3.559342], [-2.102327, -4.064610, 4.384783], [-1.155431, -4.331854, 2.932139], [-2.830286, -3.738262, 2.817279], [0.667866, -2.826190, 3.504112], [2.000431, -0.299268, 5.242014], [2.301324, 0.394124, 3.655294], [2.521890, -1.344340, 3.932169], [-0.124286, 1.339940, 4.120586], [-3.714265, 1.068081, 3.258873], [-2.374895, 2.191712, 3.560604], [-3.134289, 1.329591, 4.898348], [-3.361829, -1.387702, 3.475047], [-0.346473, 4.619762, 1.796892], [-0.239004, 3.288005, 1.208549], [1.074028, 2.683717, 1.315340], [-1.305455, 2.619014, 0.721883], [-1.355620, 1.293750, 0.748391], [-2.344227, 3.354687, 0.254535], [-3.656483, 2.751839, 0.098927], [-2.117290, 4.543114, -0.569394], [0.171792, 4.611589, 2.756584], [-1.388942, 4.870364, 1.969171], [0.111958, 5.382057, 1.166628], [1.824093, 3.401708, 0.979902], [1.140212, 1.804524, 0.684579], [1.304680, 2.412589, 2.350759], [-2.161945, 0.959364, 0.230170], [-3.753569, 2.209388, -0.847982], [-4.403846, 3.543169, 0.105826], [-3.868508, 2.080923, 0.929486], [-1.055168, 4.726683, -0.688671], [-2.588764, 5.423385, -0.133913], [-2.541281, 4.371133, -1.559853], [-1.751700, -1.728869, 0.503903], [-1.828379, -2.555412, -0.772578], [-3.548802, -2.945604, -1.083899], [-3.459709, -4.224942, -1.905376], [-2.402811, -5.137280, -1.240226], [-1.486172, -4.272817, -0.355924], [-4.021714, -2.112944, -1.599910], [-4.011212, -3.087694, -0.103741], [-3.166415, -3.985567, -2.927724], [-4.434740, -4.704352, -1.962174], [-1.827770, -5.666702, -1.995893], [-2.878596, -5.891557, -0.616502], [-0.424254, -4.463511, -0.492398], [-1.728181, -4.343624, 0.704060], [4.190232, 0.721271, -6.171102], [4.038251, 2.033117, -5.418099], [2.932186, 1.924503, -4.044825], [2.934223, 3.178938, -3.340171], [1.680635, 1.362477, -4.500956], [3.682309, 0.729502, -2.922580], [2.950046, -0.611133, -2.828671], [2.442567, -0.825026, -1.458442], [1.206512, -0.483542, -1.034820], [1.069077, -0.729047, 0.272015], [2.259736, -1.265567, 0.697164], [3.101524, -1.323534, -0.359235], [4.479997, -1.744399, -0.340942], [4.873047, -2.215895, 0.699281], [5.137658, -1.561107, -1.344400], [0.173148, 0.123543, -1.910714], [4.779049, 0.887942, -7.070766], [3.220868, 0.326805, -6.468374], [4.715351, -0.027511, -5.576451], [3.597227, 2.819071, -6.034921], [4.978617, 2.411175, -5.015832], [3.653964, 1.253684, -1.967074], [4.729485, 0.609379, -3.191366], [3.608196, -1.436617, -3.074048], [2.085957, -0.633442, -3.489211], [2.461318, -1.560048, 1.710667], [0.482545, 1.104273, -2.271061], [-0.745062, 0.226786, -1.343484], [-0.010055, -0.489052, -2.792447]], "forces_ev_per_a": [[-0.17, -0.27, -0.37], [-0.01, 0.00, -0.02], [0.01, -0.04, -0.01], [0.07, 0.05, 0.01], [0.06, 0.10, 0.10], [-0.02, -0.01, -0.01], [0.05, 0.05, 0.43], [0.03, 0.09, -0.05], [0.01, -0.03, 0.01], [0.00, 0.02, -0.03], [-0.01, 0.00, 0.00], [0.01, 0.00, -0.01], [0.00, 0.01, -0.01], [0.00, 0.01, -0.02], [0.02, 0.00, 0.00], [0.00, 0.01, -0.01], [0.00, 0.00, 0.01], [0.01, 0.01, -0.06], [0.00, -0.01, 0.00], [0.02, 0.01, 0.00], [-0.01, 0.03, 0.00], [-0.01, -0.01, 0.00], [-0.04, -0.03, 0.01], [0.04, 0.01, -0.11], [0.02, 0.02, 0.03], [-0.08, -0.11, 0.24], [-0.11, 0.09, -0.02], [0.05, -0.01, 0.01], [-0.04, 0.00, -0.02], [-0.01, 0.02, 0.00], [0.00, 0.02, 0.01], [0.01, 0.02, -0.01], [0.01, 0.02, 0.00], [0.00, 0.00, 0.02], [-0.01, -0.07, -0.05], [0.02, -0.03, -0.01], [0.10, 0.03, -0.06], [0.00, -0.02, -0.01], [0.01, 0.00, 0.00], [-0.01, 0.00, 0.00], [0.03, 0.00, 0.00], [-0.01, 0.01, 0.00], [-0.01, 0.01, 0.00], [-0.21, -0.11, 0.09], [0.22, 0.27, -0.19], [-0.07, 0.01, 0.05], [-0.03, -0.02, 0.02], [0.00, 0.00, 0.00], [0.00, -0.03, 0.06], [-0.02, -0.01, -0.01], [-0.03, -0.03, -0.03], [0.01, 0.01, -0.01], [0.01, -0.02, 0.00], [0.00, 0.00, 0.01], [-0.02, 0.00, -0.01], [0.01, -0.01, 0.00], [-0.01, -0.06, 0.02], [0.01, 0.02, 0.01], [0.08, 0.02, -0.08], [-0.06, 0.03, -0.05], [-0.07, 0.01, 0.02], [-0.07, -0.01, 0.06], [0.04, -0.08, 0.12], [0.01, 0.00, 0.13], [-0.27, -0.07, -0.10], [0.06, 0.12, -0.01], [0.23, -0.09, 0.07], [-0.11, 0.07, -0.03], [0.18, 0.02, -0.02], [-0.05, 0.13, 0.07], [0.01, -0.10, 0.07], [0.07, -0.02, -0.09], [0.00, -0.06, -0.01], [0.02, 0.00, 0.00], [-0.02, 0.00, -0.01], [-0.01, -0.02, 0.01], [-0.01, -0.01, 0.00], [0.02, 0.02, -0.02], [0.06, -0.02, 0.00], [0.03, -0.03, -0.02], [-0.05, 0.01, -0.01], [0.03, 0.07, -0.01], [-0.02, -0.02, 0.01], [0.04, 0.05, -0.02], [0.01, -0.02, -0.05], [-0.01, -0.03, -0.01]], "lowdin_charge": [0.74, -0.02, -0.26, -0.01, -0.30, -0.01, -0.07, -0.28, -0.01, 0.00, 0.11, 0.09, 0.09, 0.14, 0.11, 0.09, 0.09, 0.14, 0.09, 0.08, 0.11, 0.15, -0.03, -0.13, -0.03, -0.41, 0.05, -0.14, -0.03, -0.02, 0.10, 0.10, 0.10, 0.11, 0.06, 0.08, 0.06, 0.10, 0.11, 0.08, 0.09, 0.10, 0.10, -0.58, 1.00, -0.31, -0.21, -0.19, -0.29, 0.10, 0.11, 0.12, 0.12, 0.12, 0.12, 0.10, 0.07, -0.10, -0.29, 0.65, -0.31, -0.33, -0.18, -0.10, 0.07, -0.29, 0.03, 0.00, -0.12, -0.33, 0.13, 0.11, 0.01, 0.09, 0.08, 0.08, 0.12, 0.11, 0.11, 0.11, 0.13, 0.11, 0.11, 0.09, 0.05, 0.10]}